A cluster of 10 separate species, C14H48N6O10 in total in a non-equilibrium geometry, computed with ωB97M-V with the def2-TZVPD basis set.

Geometry as ORCA input:
```
! RIJCOSX wB97M-V def2-TZVPD def2/J DEFGRID3
* xyz 0 1
N 2.0813 -0.2564 -1.1592
C 3.3387 -0.4843 -0.9126
N 4.1288 -0.2015 -1.9109
O 3.8994 -1.0394 0.2500
H 1.4331 -0.7324 -0.5130
H 1.5339 -0.0190 -2.0684
H 5.0889 -0.5728 -1.8969
H 3.9132 0.4989 -2.5716
N -3.6344 0.3958 -0.2883
C -2.5796 0.1948 -1.0727
N -3.0134 -0.5353 -2.0676
O -1.3285 0.8308 -0.9296
H -3.6354 1.1643 0.3353
H -4.5818 0.2331 -0.5854
H -2.1871 -0.5752 -2.7166
H -3.7805 -1.2118 -2.0619
N 0.3750 4.7893 0.1798
C -0.5103 4.5485 1.1037
N -1.0162 3.3451 0.9242
O -0.9009 5.6575 1.8753
H 0.6098 5.8028 0.1024
H 1.0386 4.1338 -0.3198
H -1.7986 3.0048 1.4919
H -0.5482 2.7240 0.2008
C 3.6929 -4.1689 -1.6349
C 2.2606 -4.1229 -1.1716
O 1.3953 -3.6737 -2.1440
H 3.8730 -4.6849 -2.5985
H 4.3045 -4.6405 -0.9468
H 4.0578 -3.1322 -1.7880
H 2.2505 -3.6240 -0.2089
H 1.8315 -5.0500 -0.8428
H 0.4919 -3.8697 -1.9275
C 1.7771 3.6904 -3.0471
C 2.3296 2.8846 -1.9017
O 1.0999 2.3841 -1.2365
H 1.3008 3.0545 -3.7170
H 2.5477 4.2963 -3.5336
H 0.9965 4.3807 -2.6985
H 3.0291 3.5038 -1.2648
H 2.7945 1.9928 -2.2598
H 1.3706 1.5347 -1.0996
C 0.6614 0.1544 1.9015
C 0.0820 -1.1844 1.6052
O 0.3037 -1.7718 0.3494
H 0.7118 0.8820 0.9590
H 1.7534 -0.0272 2.0629
H 0.1034 0.6805 2.7492
H -0.9500 -1.0781 1.6851
H 0.3408 -1.9859 2.2660
H -0.3205 -2.4540 0.1176
C -2.5879 0.9783 3.0501
C -3.8449 1.7710 2.9391
O -3.6575 2.6971 1.9226
H -2.7091 0.1838 3.7264
H -1.7203 1.5453 3.2710
H -2.3350 0.4924 2.1194
H -4.0819 2.3508 3.8157
H -4.7414 1.1222 2.7728
H -4.5711 3.1054 1.6956
C -3.9195 -3.1893 0.9562
O -2.9389 -2.2389 0.8623
H -3.3306 -4.1173 0.8828
H -4.7090 -3.1159 0.1978
H -4.5034 -3.0062 1.8892
H -3.2713 -1.4099 0.4304
C -1.6477 -4.9272 -1.4196
O -1.3410 -3.5322 -1.2431
H -1.0738 -5.3100 -0.5669
H -1.1771 -5.4553 -2.2535
H -2.6804 -5.1780 -1.2236
H -2.1521 -3.0451 -0.9769
C 3.8059 2.3636 2.2242
O 2.5465 2.9117 1.8738
H 3.7548 1.3377 2.5730
H 4.2468 3.1296 2.8337
H 4.5061 2.4661 1.4087
H 2.1182 2.4040 1.1755
*
```

Properties
* frontier orbital gap: 7.47 eV
* energy above the lowest of the compared OMol25 structures with the same formula, charge and spin: 670.81 kJ/mol
* E_tot: -44706.3428 eV
* LUMO energy: -0.4 eV
* SMILES: NC(N)=O.NC(N)=O.NC(N)=O.CCO.CCO.CCO.CCO.CO.CO.CO
* highest occupied orbital energy: -7.90 eV

Here are the Löwdin charges for atoms 1 to 8, given in e: number 1, N, carries 0.153; number 2, C, carries -0.597; number 3, N, carries 0.153; number 4, O, carries -0.133; number 5, H, carries 0.072; number 6, H, carries 0.189; number 7, H, carries 0.136; number 8, H, carries 0.074